Entry 1:
A cluster of 2 separate species, C4H7NO3 in total at a distorted geometry, computed with ωB97M-V/def2-TZVPD.

Values from the calculation:
energy above the lowest of the compared OMol25 structures with the same formula, charge and spin: 46.47 kcal per mole
structure (SMILES): O=C1CNC(=O)C1.O
HOMO-LUMO gap: 10.4 eV

ORCA input file:
```
! wB97M-V def2-TZVPD RIJCOSX def2/J DEFGRID3
* xyz 0 1
O 2.108 -0.884 1.213
C 1.302 -0.183 0.654
C 0.203 0.598 1.360
N -0.795 0.811 0.329
C -0.266 0.493 -1.071
O -0.651 1.047 -2.084
C 1.133 -0.052 -0.846
H -0.178 0.025 2.219
H 0.629 1.545 1.726
H -1.484 1.545 0.441
H 1.882 0.644 -1.251
H 1.254 -1.023 -1.346
O -1.890 -1.469 -0.830
H -1.937 -0.890 0.101
H -1.310 -2.207 -0.615
*
```



Entry 2:
An isolated molecule of C5H3NO at a distorted geometry, computed with ωB97M-V/def2-TZVPD.

Values from the calculation:
energy above the lowest of the compared OMol25 structures with the same formula, charge and spin: 62.42 kcal per mole
structure (SMILES): N#Cc1ccoc1
HOMO-LUMO gap: 10.5 eV

ORCA input file:
```
! wB97M-V def2-TZVPD RIJCOSX def2/J DEFGRID3
* xyz 0 1
N -2.166 1.999 -1.454
C -1.422 1.293 -0.918
C -0.498 0.412 -0.257
C 0.692 0.803 0.526
C 1.164 -0.432 0.900
O 0.437 -1.486 0.462
C -0.605 -0.939 -0.212
H 1.742 0.591 0.024
H 2.014 -0.666 1.532
H -1.331 -1.640 -0.601
*
```



Entry 3:
An isolated molecule of C5H10O, computed with ωB97M-V/def2-TZVPD.

Values from the calculation:
energy above the lowest of the compared OMol25 structures with the same formula, charge and spin: 31.05 kcal per mole
structure (SMILES): CC1(C)C[C@H]1O
HOMO-LUMO gap: 10.4 eV

ORCA input file:
```
! wB97M-V def2-TZVPD RIJCOSX def2/J DEFGRID3
* xyz 0 1
C -0.866 -0.332 -1.257
C 0.143 -0.043 -0.182
C 1.494 -0.734 -0.360
C 0.255 1.295 0.495
C -0.310 0.112 1.241
O -1.596 0.306 1.780
H -0.924 -1.419 -1.404
H -1.858 0.015 -0.948
H -0.594 0.133 -2.207
H 2.174 -0.606 0.495
H 2.010 -0.279 -1.215
H 1.423 -1.808 -0.567
H 1.220 1.743 0.722
H -0.503 2.010 0.177
H 0.269 -0.485 1.930
H -2.319 0.093 1.180
*
```



Entry 4:
A structure of composition C3H4OZn at a distorted geometry, computed with ωB97M-V/def2-TZVPD.

Values from the calculation:
energy above the lowest of the compared OMol25 structures with the same formula, charge and spin: 7.29 kcal per mole
<S²>: 0.82
HOMO-LUMO gap (alpha / beta): 5.2 / 4.7 eV

ORCA input file:
```
! wB97M-V def2-TZVPD RIJCOSX def2/J DEFGRID3
* xyz 1 2
C -0.702 0.462 0.058
C -0.761 -1.046 0.157
C -0.764 -0.104 -1.095
H -0.844 1.329 0.694
H -1.700 -1.458 0.564
H 0.167 -1.527 0.509
H -0.861 -0.051 -2.177
O 1.912 1.256 1.016
Zn 3.552 1.139 0.273
*
```



Entry 5:
The ion C4H4NOS2 with charge -1 at a distorted geometry, computed with ωB97M-V/def2-TZVPD.

Values from the calculation:
energy above the lowest of the compared OMol25 structures with the same formula, charge and spin: 1.79 kcal per mole
structure (SMILES): Cn1c([S-])coc1=S
HOMO-LUMO gap: 6.6 eV

ORCA input file:
```
! wB97M-V def2-TZVPD RIJCOSX def2/J DEFGRID3
* xyz -1 1
C 0.097 1.593 -0.140
N -0.089 0.139 0.051
C 0.995 -0.636 0.097
S 2.641 -0.272 -0.029
C 0.335 -2.022 0.062
O -1.062 -1.750 0.141
C -1.242 -0.447 0.010
S -2.700 0.382 -0.046
H 1.074 1.839 -0.482
H -0.541 1.823 -0.921
H -0.123 2.215 0.669
H 0.614 -2.865 0.587
*
```



Entry 6:
A structure of composition C17H20N3OPr at a distorted geometry, computed with ωB97M-V/def2-TZVPD.

Values from the calculation:
<S²>: 2.00
HOMO-LUMO gap (alpha / beta): 2.9 / 2.9 eV

ORCA input file:
```
! wB97M-V def2-TZVPD RIJCOSX def2/J DEFGRID3
* xyz -2 3
Pr 0.000 0.000 0.000
C 1.952 1.406 -0.274
C 2.387 0.090 -0.508
C 1.744 -0.387 -1.663
H 3.050 -0.474 0.121
C 0.912 0.637 -2.151
C 1.041 1.747 -1.297
H 0.535 2.690 -1.407
H 2.251 2.030 0.551
H 1.808 -1.388 -2.049
H 0.249 0.563 -2.996
C -0.743 0.972 2.095
C -0.694 2.013 1.164
C -1.634 1.731 0.144
H -0.029 2.858 1.195
C -2.306 0.544 0.493
C -1.744 0.059 1.679
H -1.981 -0.868 2.169
H -0.104 0.851 2.951
H -1.829 2.329 -0.730
H -3.051 0.052 -0.108
O -0.819 -1.272 -1.044
C -3.481 -1.453 -2.421
C -2.590 -2.582 -2.040
C -3.142 -0.625 -3.602
C -4.814 -1.329 -1.782
C -1.733 -2.302 -0.801
H -1.911 -2.837 -2.857
H -3.179 -3.479 -1.823
H -2.380 -2.083 0.054
H -1.158 -3.196 -0.536
H -3.477 -1.088 -4.542
H -2.064 -0.493 -3.690
H -3.608 0.360 -3.561
H -5.573 -1.947 -2.285
H -5.190 -0.305 -1.808
H -4.800 -1.657 -0.741
N 1.579 -0.219 1.926
C 2.435 -0.024 2.689
N 3.442 0.274 3.598
C 4.641 0.828 3.162
N 5.641 1.290 2.803
*
```



Entry 7:
An isolated molecule of C6H13NO2 at a distorted geometry, computed with ωB97M-V/def2-TZVPD.

Values from the calculation:
energy above the lowest of the compared OMol25 structures with the same formula, charge and spin: 28.64 kcal per mole
structure (SMILES): CN(C)C(=O)C(C)(C)O
HOMO-LUMO gap: 9.3 eV

ORCA input file:
```
! wB97M-V def2-TZVPD RIJCOSX def2/J DEFGRID3
* xyz 0 1
C 1.386 1.098 -1.147
N -0.047 1.008 -1.074
C -0.779 1.690 -2.126
C -0.763 0.306 -0.202
O -1.975 0.252 -0.190
C 0.029 -0.726 1.122
C -1.067 -1.124 2.078
C 0.678 -1.908 0.422
O 1.041 0.042 1.735
H 1.667 2.142 -1.316
H 1.830 0.758 -0.217
H 1.768 0.503 -1.986
H -0.518 1.277 -3.103
H -1.843 1.543 -1.948
H -0.556 2.759 -2.115
H -0.669 -1.831 2.805
H -1.884 -1.587 1.535
H -1.458 -0.255 2.605
H -0.080 -2.526 -0.049
H 1.384 -1.574 -0.333
H 1.223 -2.504 1.152
H 0.632 0.658 2.353
*
```



Entry 8:
A structure of composition C25H32AlF32O5Si at a distorted geometry, computed with ωB97M-V/def2-TZVPD.

Values from the calculation:
energy above the lowest of the compared OMol25 structures with the same formula, charge and spin: 0.00 kcal per mole
HOMO-LUMO gap: 6.7 eV

ORCA input file:
```
! wB97M-V def2-TZVPD RIJCOSX def2/J DEFGRID3
* xyz -1 1
C 1.318 -1.827 1.012
Si 0.753 -1.597 -0.784
C -0.890 -2.449 -1.112
C 2.056 -2.408 -1.861
O 0.620 0.048 -1.006
C 1.636 0.613 -1.889
C 1.509 2.084 -2.053
Al 2.832 2.614 -3.549
H 0.703 -2.540 1.521
H 2.340 -2.114 1.071
H 1.237 -0.916 1.566
H -0.717 -3.432 -1.485
H -1.415 -1.933 -1.885
H -1.518 -2.485 -0.252
H 2.051 -3.474 -1.803
H 3.029 -2.007 -1.693
H 1.810 -2.174 -2.875
H 2.633 0.418 -1.541
H 1.482 0.205 -2.858
H 0.496 2.264 -2.354
H 1.698 2.598 -1.127
H 2.230 3.751 -4.522
H 3.033 1.273 -4.465
H 4.270 2.960 -2.903
C -0.662 -0.806 4.106
C -2.094 -0.682 3.558
C -2.601 0.716 3.188
F -2.544 1.578 4.225
F -3.900 0.613 2.810
F -2.949 -1.286 4.420
F -2.129 -1.398 2.410
O -0.479 -0.842 5.520
C -0.444 0.292 6.280
C -1.666 0.409 7.198
F -2.818 0.289 6.516
F -1.652 1.620 7.797
F -0.265 1.384 5.525
F 0.629 0.188 7.088
H -0.314 -1.786 3.792
H 0.015 -0.096 3.637
H -2.022 1.119 2.353
H -1.631 -0.372 7.961
C 2.010 8.145 -1.005
C 2.593 6.804 -1.488
C 3.760 6.837 -2.482
F 3.452 7.521 -3.610
F 4.070 5.580 -2.821
F 1.594 6.041 -1.956
F 3.080 6.194 -0.371
O 0.864 8.674 -1.659
C 0.965 9.387 -2.816
C 0.386 8.631 -4.016
F 0.914 7.410 -4.127
F 0.668 9.328 -5.145
F 2.226 9.798 -3.030
F 0.211 10.498 -2.655
H 1.650 7.944 -0.001
H 2.784 8.904 -0.900
H 4.638 7.301 -2.019
H -0.697 8.538 -3.908
C -6.323 -2.029 4.887
C -6.993 -2.668 6.116
C -7.356 -4.155 6.056
F -8.178 -4.448 5.030
F -7.993 -4.493 7.205
F -8.074 -1.939 6.465
F -6.096 -2.557 7.135
O -7.135 -1.344 3.946
C -7.816 -2.007 2.965
C -9.332 -1.956 3.181
F -9.674 -2.373 4.413
F -9.932 -2.766 2.279
F -7.364 -3.264 2.819
F -7.574 -1.361 1.813
H -5.691 -1.242 5.288
H -5.646 -2.723 4.392
H -6.450 -4.760 5.971
H -9.690 -0.934 3.046
C 6.727 -5.272 -5.278
C 6.252 -4.143 -6.211
C 5.771 -2.828 -5.587
F 4.755 -3.020 -4.727
F 5.340 -2.025 -6.581
F 5.316 -4.636 -7.049
F 7.335 -3.814 -6.973
O 5.802 -6.286 -4.914
C 4.923 -6.100 -3.883
C 3.478 -5.963 -4.368
F 3.366 -5.020 -5.315
F 2.705 -5.609 -3.320
F 5.295 -5.071 -3.109
F 4.978 -7.210 -3.119
H 7.474 -5.811 -5.855
H 7.246 -4.881 -4.405
H 6.594 -2.330 -5.066
H 3.121 -6.908 -4.782
*
```



Entry 9:
A structure of composition C41H37GeN4O5STa at a distorted geometry, computed with ωB97M-V/def2-TZVPD.

Values from the calculation:
energy above the lowest of the compared OMol25 structures with the same formula, charge and spin: 15.41 kcal per mole
HOMO-LUMO gap: 7.1 eV

ORCA input file:
```
! wB97M-V def2-TZVPD RIJCOSX def2/J DEFGRID3
* xyz 0 1
Ta -0.081 -0.924 1.555
O 0.722 -3.348 5.012
C 0.380 -2.918 3.919
N 0.876 -1.860 3.248
C 1.909 -1.083 3.909
C 2.952 -0.777 2.887
C 4.293 -0.613 3.193
C 5.177 -0.314 2.173
C 4.700 -0.213 0.872
C 3.351 -0.398 0.649
N 2.491 -0.654 1.637
C -0.732 -3.569 3.150
C -1.296 -4.757 3.566
C -2.306 -5.315 2.803
C -2.726 -4.654 1.658
C -2.119 -3.464 1.314
N -1.128 -2.934 2.042
H 2.306 -1.617 4.766
H 1.513 -0.126 4.274
H 4.629 -0.723 4.217
H 6.229 -0.170 2.383
H 5.365 0.001 0.046
H 2.925 -0.363 -0.349
H -0.923 -5.209 4.475
H -2.757 -6.257 3.091
H -3.504 -5.059 1.025
H -2.388 -2.927 0.414
C 0.193 -1.702 -0.158
Ge -0.586 -1.394 -1.857
C -1.673 -2.823 -2.640
C -1.243 -4.150 -2.543
C -1.927 -5.169 -3.195
C -3.056 -4.873 -3.953
C -3.511 -3.562 -4.032
C -2.823 -2.544 -3.380
C 0.833 -0.998 -3.155
C 0.594 -0.384 -4.386
C 1.638 -0.140 -5.274
C 2.932 -0.531 -4.952
C 3.183 -1.160 -3.739
C 2.140 -1.385 -2.845
C -1.768 0.179 -1.699
C -1.461 1.420 -2.260
C -2.292 2.521 -2.067
C -3.451 2.396 -1.311
C -3.773 1.167 -0.743
C -2.937 0.074 -0.937
H -0.363 -4.384 -1.946
H -1.579 -6.195 -3.117
H -3.579 -5.662 -4.481
H -4.401 -3.331 -4.607
H -3.188 -1.523 -3.444
H -0.419 -0.107 -4.664
H 1.437 0.346 -6.222
H 3.738 -0.359 -5.656
H 4.190 -1.482 -3.494
H 2.327 -1.869 -1.890
H -0.557 1.535 -2.852
H -2.034 3.480 -2.507
H -4.102 3.250 -1.168
H -4.674 1.063 -0.149
H -3.201 -0.883 -0.491
C 1.391 3.875 -2.651
C 1.279 4.070 -1.160
C 0.656 5.192 -0.616
C 0.534 5.340 0.755
C 1.056 4.364 1.596
C 1.718 3.258 1.079
C 1.813 3.116 -0.297
S 0.826 4.509 3.336
O 1.203 5.821 3.770
O 1.408 3.347 3.945
N -0.814 4.453 3.554
C -1.609 3.426 2.853
C -1.425 2.009 3.434
C -1.273 0.983 2.361
O -1.875 -0.152 2.424
O -0.462 1.176 1.385
H 0.714 4.535 -3.196
H 1.166 2.841 -2.921
H 2.410 4.084 -2.988
H 0.257 5.958 -1.272
H 0.042 6.209 1.179
H 2.146 2.523 1.751
H 2.290 2.234 -0.715
H -1.156 5.401 3.429
H -1.374 3.426 1.789
H -2.650 3.710 2.963
H -2.237 1.730 4.097
H -0.497 1.982 4.003
*
```



Entry 10:
A cluster of 8 separate species, C32H48O24 in total at a distorted geometry, computed with ωB97M-V/def2-TZVPD.

Values from the calculation:
energy above the lowest of the compared OMol25 structures with the same formula, charge and spin: 169.62 kcal per mole
structure (SMILES): C[C@H]1COC(=O)O1.C[C@H]1COC(=O)O1.C[C@H]1COC(=O)O1.C[C@H]1COC(=O)O1.C[C@H]1COC(=O)O1.C[C@H]1COC(=O)O1.C[C@H]1COC(=O)O1.C[C@H]1COC(=O)O1
HOMO-LUMO gap: 10.1 eV

ORCA input file:
```
! wB97M-V def2-TZVPD RIJCOSX def2/J DEFGRID3
* xyz 0 1
C 8.999 2.660 5.101
C 7.519 2.559 5.667
C 7.394 2.874 7.119
O 6.310 3.816 7.091
C 6.143 4.367 5.838
O 5.135 5.067 5.555
O 6.787 3.646 4.938
H 9.488 1.819 5.592
H 9.660 3.420 5.517
H 8.953 2.581 4.015
H 7.058 1.590 5.476
H 8.243 3.390 7.569
H 7.342 2.000 7.769
C -2.202 5.377 -9.740
C -2.812 5.780 -8.330
C -4.117 5.226 -7.945
O -3.873 4.449 -6.824
C -2.555 4.586 -6.487
O -1.989 4.201 -5.466
O -1.886 5.313 -7.361
H -2.741 5.914 -10.521
H -2.049 4.300 -9.809
H -1.232 5.873 -9.776
H -2.870 6.851 -8.136
H -4.326 4.511 -8.741
H -4.979 5.893 -7.952
C 0.075 2.860 2.364
C -0.471 1.584 1.694
C 0.572 0.895 0.951
O 0.434 -0.455 1.370
C -0.329 -0.521 2.520
O -0.686 -1.526 3.088
O -0.817 0.650 2.743
H 0.816 3.435 1.809
H 0.656 2.613 3.253
H -0.602 3.602 2.787
H -1.172 1.841 0.899
H 1.570 1.279 1.159
H 0.466 1.026 -0.126
C -4.627 11.606 1.175
C -3.914 10.707 0.262
C -3.568 11.151 -1.159
O -2.271 10.574 -1.286
C -1.708 10.146 -0.139
O -0.619 9.737 0.049
O -2.652 10.358 0.846
H -4.085 12.538 1.341
H -4.765 11.148 2.155
H -5.609 11.898 0.803
H -4.538 9.818 0.171
H -3.597 12.233 -1.288
H -4.257 10.688 -1.866
C 4.237 3.855 -5.868
C 4.365 3.047 -7.173
C 3.324 2.541 -7.972
O 3.385 3.053 -9.297
C 4.422 3.873 -9.230
O 4.703 4.617 -10.233
O 5.000 3.901 -8.072
H 3.835 3.277 -5.037
H 3.578 4.720 -5.932
H 5.191 4.161 -5.438
H 4.967 2.160 -6.977
H 2.381 2.709 -7.453
H 3.406 1.468 -8.143
C -1.751 -7.980 -0.625
C -2.402 -9.089 -1.418
C -1.485 -10.194 -2.047
O -2.369 -11.277 -2.107
C -3.353 -11.116 -1.307
O -4.340 -11.886 -1.091
O -3.228 -10.007 -0.614
H -2.555 -7.367 -0.218
H -1.155 -7.375 -1.309
H -1.068 -8.263 0.176
H -3.018 -8.636 -2.194
H -0.582 -10.298 -1.446
H -1.314 -9.917 -3.087
C -6.396 -4.485 5.616
C -5.987 -5.726 4.828
C -5.293 -6.876 5.751
O -6.250 -7.910 5.815
C -7.123 -7.720 4.718
O -7.888 -8.615 4.321
O -7.145 -6.397 4.297
H -5.538 -3.813 5.598
H -6.698 -4.777 6.622
H -7.239 -4.051 5.079
H -5.362 -5.370 4.009
H -5.012 -6.542 6.750
H -4.356 -7.227 5.317
C 3.729 -6.881 3.674
C 3.509 -8.269 4.220
C 2.111 -8.663 4.483
O 2.009 -9.782 3.651
C 3.019 -10.026 2.885
O 3.156 -10.979 2.120
O 4.014 -9.163 3.230
H 4.763 -6.638 3.432
H 3.351 -6.017 4.221
H 3.273 -6.824 2.686
H 4.014 -8.364 5.181
H 1.360 -7.888 4.327
H 2.104 -8.922 5.542
*
```



Entry 11:
An isolated molecule of C23H27N3O4S at a distorted geometry, computed with ωB97M-V/def2-TZVPD.

Values from the calculation:
energy above the lowest of the compared OMol25 structures with the same formula, charge and spin: 45.65 kcal per mole
structure (SMILES): COc1ccc(CNC(=O)CCn2ccc3cc(S(=O)(=O)N4CCCC4)ccc32)cc1
HOMO-LUMO gap: 8.6 eV

ORCA input file:
```
! wB97M-V def2-TZVPD RIJCOSX def2/J DEFGRID3
* xyz 0 1
C -4.305 -1.294 0.205
O -3.593 -1.707 -0.946
C -2.319 -2.149 -0.799
C -1.576 -2.076 0.376
C -0.287 -2.578 0.407
C 0.280 -3.174 -0.709
C 1.674 -3.743 -0.657
N 2.666 -2.809 -1.163
C 3.442 -2.083 -0.334
O 3.454 -2.230 0.869
C 4.401 -1.112 -1.023
C 3.782 -0.184 -2.087
N 2.351 -0.039 -1.997
C 1.486 -0.269 -3.036
C 0.206 -0.007 -2.664
C 0.256 0.407 -1.306
C -0.713 0.797 -0.385
C -0.297 1.126 0.881
S -1.514 1.630 2.093
O -1.009 1.355 3.405
O -2.782 1.067 1.716
N -1.699 3.289 1.993
C -2.174 3.795 0.725
C -0.924 4.244 -0.057
C 0.167 4.413 1.016
C -0.537 4.075 2.343
C 1.042 1.081 1.267
C 2.022 0.715 0.372
C 1.623 0.375 -0.918
C -0.458 -3.222 -1.887
C -1.738 -2.716 -1.936
H -4.375 -2.108 0.932
H -3.853 -0.421 0.682
H -5.303 -1.040 -0.150
H -1.987 -1.618 1.262
H 0.285 -2.510 1.320
H 1.956 -3.959 0.375
H 1.734 -4.660 -1.252
H 2.611 -2.577 -2.141
H 5.192 -1.709 -1.484
H 4.862 -0.528 -0.226
H 4.249 0.805 -2.003
H 3.998 -0.563 -3.090
H 1.861 -0.598 -3.987
H -0.673 -0.103 -3.267
H -1.759 0.824 -0.643
H -2.750 3.016 0.229
H -2.832 4.646 0.923
H -1.116 5.173 -0.590
H -0.633 3.487 -0.785
H 0.992 3.726 0.835
H 0.565 5.426 1.035
H 0.075 3.505 3.039
H -0.881 4.986 2.841
H 1.284 1.318 2.291
H 3.054 0.678 0.677
H -0.032 -3.676 -2.771
H -2.321 -2.759 -2.842
*
```